Entry 1:
{"formula": "C34H56Br14N4O", "method": "wB97M-V/def2-TZVPD", "symbols": ["C", "C", "C", "O", "C", "H", "H", "H", "H", "H", "H", "H", "H", "Br", "C", "C", "Br", "H", "H", "H", "H", "Br", "C", "C", "Br", "H", "H", "H", "H", "Br", "C", "C", "Br", "H", "H", "H", "H", "Br", "C", "C", "Br", "H", "H", "H", "H", "Br", "C", "C", "Br", "H", "H", "H", "H", "Br", "C", "C", "Br", "H", "H", "H", "H", "Br", "C", "C", "Br", "H", "H", "H", "H", "N", "C", "C", "C", "C", "H", "H", "H", "H", "H", "N", "C", "C", "C", "C", "H", "H", "H", "H", "H", "N", "C", "C", "C", "C", "H", "H", "H", "H", "H", "N", "C", "C", "C", "C", "H", "H", "H", "H", "H"], "coordinates": [[-0.1204, 1.1145, 0.6510], [-1.5291, 1.3677, 0.1634], [-2.4155, 0.3646, 0.9508], [-1.5243, -0.2054, 1.9142], [-0.1807, -0.1937, 1.4681], [0.2682, 1.9073, 1.2927], [0.5839, 1.0263, -0.1839], [-1.7359, 1.2246, -0.9000], [-1.7591, 2.4178, 0.3283], [-2.9174, -0.4102, 0.3711], [-3.1472, 0.9156, 1.5429], [0.0258, -1.0480, 0.8078], [0.5785, -0.1798, 2.2452], [3.3334, 2.3838, 3.4036], [3.4410, 1.2293, 4.9944], [2.0567, 0.6712, 5.2509], [2.0287, -0.3261, 6.9485], [3.8170, 1.8024, 5.8342], [4.0851, 0.3660, 4.8368], [1.6603, 0.0306, 4.4619], [1.2892, 1.4487, 5.2036], [0.5024, -2.6872, 3.8224], [1.8283, -4.0284, 3.2427], [1.8883, -5.1278, 4.2797], [3.2730, -6.4302, 3.7218], [2.7852, -3.5427, 3.0902], [1.4882, -4.3397, 2.2583], [0.9375, -5.6479, 4.3171], [2.2202, -4.7647, 5.2442], [-5.9813, 1.8398, -2.6572], [-5.8776, 0.1904, -1.5995], [-4.6277, 0.1334, -0.7548], [-4.6188, 1.5404, 0.6113], [-5.7631, -0.5681, -2.3735], [-6.7507, -0.0513, -1.0024], [-3.7112, 0.1538, -1.3435], [-4.5213, -0.7782, -0.1665], [3.4286, -1.1190, 2.1620], [5.1324, -0.7089, 1.2529], [5.9959, 0.2716, 2.0210], [7.4268, 0.8646, 0.7919], [4.9440, -0.3777, 0.2370], [5.6933, -1.6399, 1.2085], [6.5318, -0.2111, 2.8292], [5.4792, 1.1829, 2.2866], [-4.3484, 1.7190, 4.4301], [-2.7904, 0.6876, 3.7819], [-1.5209, 1.3423, 4.2552], [-1.3014, 1.2486, 6.2058], [-2.8372, 0.6303, 2.6963], [-2.7988, -0.3491, 4.1156], [-1.5437, 2.4098, 4.0307], [-0.5917, 1.0189, 3.7879], [-0.7831, 4.9012, 0.3421], [0.9473, 4.8769, -0.5889], [1.0668, 6.1873, -1.3363], [2.8380, 6.1318, -2.2533], [0.9564, 4.0764, -1.3251], [1.7565, 4.7294, 0.1202], [1.0345, 7.0925, -0.7421], [0.2864, 6.2027, -2.0927], [-4.3588, -2.6259, 3.3436], [-3.1872, -3.0939, 1.8432], [-2.6941, -4.5072, 2.0688], [-1.2930, -4.8418, 0.7139], [-2.3385, -2.4113, 1.8722], [-3.7361, -2.9509, 0.9174], [-3.4982, -5.2254, 1.9425], [-2.2722, -4.5408, 3.0691], [2.4568, -4.1949, -2.6078], [2.3623, -4.2619, -1.2456], [2.4196, -2.9816, -0.7369], [2.6673, -2.1090, -1.8383], [2.5705, -2.8837, -2.9467], [2.4206, -5.0093, -3.1896], [2.1265, -5.1774, -0.7245], [2.2248, -2.6496, 0.2667], [2.8527, -1.0501, -1.7844], [2.6636, -2.5755, -3.9794], [-0.5425, -2.5182, -2.5808], [-0.8136, -2.6610, -3.8942], [-1.8957, -1.8514, -4.1889], [-2.2212, -1.1329, -3.0233], [-1.4220, -1.6348, -2.0142], [0.1918, -3.0032, -2.0898], [-0.1789, -3.2775, -4.5096], [-2.3216, -1.7653, -5.1766], [-2.9066, -0.3013, -3.0198], [-1.3444, -1.3995, -0.9663], [1.3589, 1.4130, -5.2005], [0.4890, 0.5288, -4.6192], [0.8674, 0.3627, -3.2992], [1.9270, 1.2959, -3.0534], [2.2011, 1.9008, -4.2467], [1.3024, 1.7368, -6.1479], [-0.2614, -0.0260, -5.1568], [0.3418, -0.3151, -2.6432], [2.3959, 1.4442, -2.0949], [2.9964, 2.5950, -4.4650], [-0.9163, 3.1039, -3.5878], [-0.7557, 4.4457, -3.7974], [-1.9846, 5.0642, -3.5872], [-2.8877, 4.0293, -3.2750], [-2.2212, 2.8283, -3.2997], [-0.2108, 2.3855, -3.7104], [0.2178, 4.7715, -4.1308], [-2.2328, 6.1098, -3.6467], [-3.9431, 4.1440, -3.0827], [-2.5277, 1.8505, -2.9685]], "forces_ev_per_a": [[1.14, -0.61, -0.39], [-0.93, -0.16, -0.28], [3.19, 0.17, 0.94], [1.33, -1.75, -0.19], [-0.21, 0.86, -1.77], [-0.28, 0.18, -0.03], [0.01, -0.01, 0.09], [0.65, -0.07, -0.12], [-0.49, -0.19, 0.25], [0.71, 0.05, 0.28], [1.65, -1.27, -0.67], [0.00, -0.15, 0.18], [-0.44, -0.18, 0.48], [0.10, -0.19, 0.49], [-0.52, -0.81, 0.04], [-0.84, 0.49, -0.32], [0.03, 0.43, -0.70], [-0.09, 0.26, -0.12], [0.38, 0.36, -0.45], [0.74, -0.58, 0.09], [0.26, 0.17, 1.03], [0.29, -0.27, -0.05], [-0.02, 0.07, -0.09], [0.27, -0.04, -0.72], [-0.43, 0.29, 0.08], [-0.03, 0.19, 0.33], [-0.17, -0.32, 0.15], [0.10, -0.17, 0.25], [-0.17, 0.02, 0.08], [-0.19, -0.42, 0.50], [0.79, -0.51, -0.38], [-0.07, 0.21, 0.18], [-4.50, 2.05, -2.07], [-0.13, -0.13, 0.07], [-0.28, 0.61, -0.16], [-0.26, 0.63, 0.03], [-0.81, -0.16, -0.21], [0.64, 0.38, -0.16], [0.59, -0.34, 0.18], [0.12, 0.13, -0.72], [-0.21, -0.14, 0.19], [-0.39, 0.09, 0.11], [-0.34, -0.18, -0.15], [-0.23, 0.17, 0.26], [0.00, -0.06, 0.28], [0.34, -0.52, -0.13], [0.10, -0.09, 0.89], [0.03, 1.31, 0.02], [-0.06, -0.09, -0.36], [-0.44, 0.68, 2.24], [-0.56, 0.19, 0.33], [-0.16, 0.05, 0.18], [-0.28, -0.67, 0.18], [0.48, 0.00, -0.12], [0.00, 0.46, -0.15], [0.28, -0.46, -0.35], [-0.66, 0.14, 0.19], [-0.27, -0.18, 0.19], [-0.20, 0.01, 0.22], [0.15, -0.10, 0.18], [0.21, 0.22, -0.16], [0.05, -0.02, -0.35], [0.36, 0.07, 0.22], [-0.21, 0.65, -0.30], [-0.31, -0.07, 0.44], [-0.18, 0.16, 0.12], [-0.12, -0.15, 0.02], [0.23, -0.21, -0.04], [0.30, -0.38, -0.17], [-0.34, -0.04, 0.90], [-0.72, 0.15, 0.92], [0.22, -0.16, -0.35], [-0.61, -0.29, 0.78], [1.15, 0.53, -1.87], [0.02, 0.16, -0.35], [0.17, -0.07, -0.15], [0.29, -0.30, 0.17], [-0.21, 0.02, -0.19], [0.04, -0.14, 0.07], [-0.48, -0.15, 0.68], [-0.38, 0.11, -0.35], [0.89, -0.31, -0.73], [-0.13, -0.42, 0.15], [0.19, 0.28, -0.07], [0.00, 0.07, 0.14], [-0.22, -0.08, -0.08], [-0.08, 0.17, 0.08], [-0.15, -0.23, 0.26], [-0.02, 0.08, -0.01], [-0.36, 0.09, 0.12], [0.60, -0.87, 0.40], [-0.47, 0.67, -0.67], [-0.60, -0.92, 0.13], [0.77, 0.40, 0.15], [0.05, 0.04, -0.04], [0.05, 0.24, -0.17], [0.34, 0.31, 0.12], [0.24, 0.18, -0.11], [-0.18, 0.12, -0.17], [-0.08, -0.11, -0.16], [-0.19, -0.10, 0.02], [0.80, -0.50, -0.23], [-0.72, -0.23, 0.04], [0.20, 0.46, 0.47], [-0.16, 0.33, 0.17], [-0.10, 0.37, 0.09], [0.17, 0.06, -0.10], [0.07, 0.02, 0.14], [-0.06, -0.02, -0.31]], "molar_mass_g_mol": 1655.50, "homo_ev": -8.13, "e_tot_ha": -37659.45398, "lumo_energy_ev": 0.1, "charge": 0, "orbital_gap_ha": 0.30367}

---

Entry 2:
{"formula": "C34H56InO10", "method": "wB97M-V/def2-TZVPD", "symbols": ["C", "C", "O", "C", "O", "In", "C", "C", "O", "C", "C", "O", "C", "C", "C", "C", "C", "C", "C", "C", "C", "C", "C", "C", "C", "C", "C", "C", "C", "C", "C", "C", "C", "H", "H", "H", "H", "H", "H", "H", "H", "H", "H", "H", "H", "H", "H", "H", "H", "H", "H", "H", "H", "H", "H", "H", "H", "H", "H", "H", "H", "H", "H", "H", "H", "H", "H", "H", "H", "H", "H", "H", "H", "H", "H", "H", "H", "C", "O", "C", "O", "O", "C", "H", "H", "H", "H", "H", "H", "C", "O", "C", "O", "O", "C", "H", "H", "H", "H", "H", "H"], "coordinates": [[2.2088, -4.2371, 1.7164], [0.9818, -3.5767, 1.1194], [0.4509, -2.6114, 1.9979], [-0.0533, -4.6770, 0.7278], [-1.3745, -4.2944, 0.9202], [-2.1430, -3.1293, -0.6428], [-2.4609, -4.5345, -2.3649], [-1.8611, -3.9317, -3.6176], [-1.4521, -4.9173, -4.5941], [-0.0995, -4.8732, -4.9653], [0.2617, -3.5808, -5.6685], [1.6318, -3.5814, -6.0788], [2.5163, -2.9578, -5.2344], [3.4707, -3.7014, -4.5532], [4.3489, -3.0896, -3.6617], [4.3063, -1.7123, -3.4073], [5.2863, -1.0994, -2.3729], [6.6428, -1.0188, -3.0982], [4.8278, 0.3073, -2.0230], [5.3250, -2.0649, -1.1592], [5.6705, -1.5279, 0.2403], [4.4804, -0.8236, 0.9011], [6.9273, -0.6389, 0.2851], [5.9706, -2.7986, 1.0882], [3.3629, -0.9752, -4.1257], [2.4855, -1.5806, -5.0286], [-4.0098, -2.2027, 0.1477], [-4.4498, -0.9096, -0.4783], [-5.4607, -0.1481, 0.1255], [-5.9064, 1.0581, -0.4151], [-5.3592, 1.5422, -1.6014], [-4.3556, 0.8050, -2.2158], [-3.9058, -0.3947, -1.6587], [1.9566, -4.5718, 2.7235], [3.0128, -3.5118, 1.8156], [2.5301, -5.0880, 1.1265], [1.2545, -3.0401, 0.2148], [0.4879, -2.9701, 2.8870], [0.1391, -5.5602, 1.3544], [0.1174, -4.9426, -0.3266], [-0.9517, -1.8828, -1.0973], [-3.5237, -4.7112, -2.4878], [-1.9508, -5.4579, -2.1012], [-1.0159, -3.3034, -3.3425], [-2.6311, -3.3252, -4.0930], [0.0717, -5.6888, -5.6645], [0.5626, -5.0424, -4.1080], [-0.3627, -3.4696, -6.5519], [0.0499, -2.7282, -5.0308], [3.5019, -4.7717, -4.6983], [5.0591, -3.7210, -3.1548], [6.4645, -0.7403, -4.1334], [7.1456, -1.9795, -3.0960], [7.2886, -0.2623, -2.6613], [3.8241, 0.3128, -1.6119], [5.4924, 0.8036, -1.3225], [4.8246, 0.9147, -2.9225], [6.0854, -2.8142, -1.3816], [4.3928, -2.6135, -1.0768], [4.6319, -0.7547, 1.9733], [3.5818, -1.4063, 0.7236], [4.3388, 0.1838, 0.5270], [7.5747, -0.9248, 1.1083], [6.6535, 0.3970, 0.4705], [7.5153, -0.6833, -0.6246], [5.3358, -3.6277, 0.7998], [5.8317, -2.5863, 2.1430], [7.0135, -3.0808, 0.9576], [3.2658, 0.0898, -4.0024], [1.7495, -0.9851, -5.5455], [-3.8418, -2.0161, 1.2086], [-4.8184, -2.9304, 0.1111], [-5.9124, -0.4869, 1.0480], [-6.6837, 1.6244, 0.0772], [-5.6934, 2.4758, -2.0228], [-3.8974, 1.1518, -3.1314], [-3.1083, -0.9389, -2.1392], [-3.1147, 3.2062, 1.0044], [-3.2413, 3.8218, 2.2950], [-4.3731, 4.4878, 2.4806], [-5.2621, 4.6286, 1.6820], [-4.3589, 4.9940, 3.7196], [-5.5252, 5.7432, 4.0580], [-2.1512, 2.7059, 0.9940], [-3.9028, 2.4735, 0.8454], [-3.1405, 3.9596, 0.2193], [-6.4143, 5.1169, 4.0117], [-5.6396, 6.6006, 3.3971], [-5.3838, 6.0939, 5.0771], [-3.1713, 7.4795, 7.6314], [-3.2837, 8.9029, 7.7317], [-4.4256, 9.3955, 7.2585], [-5.3288, 8.7564, 6.7864], [-4.3972, 10.7217, 7.3945], [-5.5701, 11.3824, 6.9168], [-2.2035, 7.2216, 8.0504], [-3.9588, 6.9918, 8.2025], [-3.2133, 7.1628, 6.5911], [-6.4488, 11.0508, 7.4666], [-5.7071, 11.2003, 5.8527], [-5.4117, 12.4432, 7.0876]], "forces_ev_per_a": [[-0.05, 0.54, 0.14], [-0.17, -0.67, -0.35], [0.26, 0.38, 0.08], [-0.81, 0.48, 0.43], [0.11, 0.03, -0.25], [-0.37, 0.15, 0.03], [0.33, 0.53, 0.19], [-0.33, -0.44, 0.48], [-0.02, -0.03, -0.26], [-0.03, -0.08, 0.12], [-0.13, 0.21, -0.02], [0.16, -0.04, -0.13], [0.00, 0.34, 0.39], [0.14, 0.08, 0.13], [-0.37, 0.21, -0.42], [-0.07, -0.28, 0.07], [-0.66, -0.42, -0.59], [-0.20, 0.21, 0.03], [0.01, 0.13, -0.09], [0.63, 0.51, 0.03], [0.15, -0.59, 0.56], [0.18, -0.10, -0.24], [-0.24, 0.18, 0.16], [0.17, 0.52, -0.28], [-0.11, -0.36, -0.20], [0.20, -0.27, 0.23], [0.52, -0.02, -0.04], [-0.27, 0.21, -0.03], [-0.11, 0.55, -0.23], [0.19, -0.26, -0.18], [0.20, -0.37, 0.17], [0.08, -0.26, 0.20], [-0.32, 0.16, 0.13], [0.01, -0.28, 0.08], [0.26, -0.01, -0.03], [0.14, -0.17, -0.11], [0.00, 0.27, -0.12], [-0.24, -0.10, 0.10], [0.16, -0.20, -0.03], [0.40, -0.25, -0.05], [0.06, -0.14, -0.03], [-0.16, -0.30, -0.05], [0.03, -0.19, 0.03], [0.23, 0.08, -0.21], [0.11, 0.36, -0.14], [-0.03, -0.19, -0.04], [0.06, 0.13, 0.15], [0.06, -0.06, -0.23], [0.12, 0.19, 0.14], [0.00, -0.08, -0.04], [0.14, -0.06, 0.15], [0.09, 0.10, -0.15], [0.15, -0.17, -0.01], [0.19, 0.01, 0.12], [-0.18, 0.01, 0.04], [0.11, -0.08, 0.09], [-0.01, 0.17, -0.16], [0.06, -0.17, -0.07], [-0.30, 0.05, 0.01], [0.04, 0.04, 0.23], [-0.30, 0.04, 0.07], [-0.15, 0.09, -0.08], [0.12, -0.08, 0.16], [0.06, 0.19, -0.14], [0.09, -0.06, -0.10], [-0.18, -0.20, 0.06], [-0.06, -0.03, 0.23], [0.06, -0.25, -0.15], [0.04, 0.15, 0.12], [-0.09, 0.10, -0.09], [0.03, -0.04, 0.18], [-0.18, -0.10, -0.12], [0.03, -0.17, 0.09], [-0.08, 0.03, 0.12], [-0.08, 0.16, -0.07], [0.00, 0.09, -0.09], [0.12, -0.04, -0.13], [0.09, -0.18, -0.21], [0.01, 0.03, 0.05], [0.11, -0.04, -0.02], [-0.04, 0.02, -0.01], [0.01, 0.02, 0.07], [-0.09, 0.11, 0.17], [0.01, 0.03, 0.14], [-0.04, 0.06, -0.02], [-0.10, 0.02, 0.01], [0.00, 0.01, -0.10], [-0.04, -0.05, -0.07], [0.09, -0.03, 0.00], [0.10, -0.16, 0.02], [0.01, 0.03, 0.01], [0.09, -0.01, 0.00], [-0.06, -0.03, -0.03], [0.02, 0.02, 0.02], [-0.09, 0.16, -0.03], [0.01, 0.10, 0.01], [-0.05, 0.01, -0.06], [-0.07, 0.00, 0.00], [-0.01, -0.07, -0.05], [-0.04, -0.07, 0.01], [0.09, -0.02, 0.04]], "molar_mass_g_mol": 739.63, "homo_ev": -4.75, "e_tot_ha": -2271.64175, "relative_energy_kj_mol": 0.0, "lumo_energy_ev": 1.8, "charge": -1, "orbital_gap_ha": 0.24144}

---

What is the formula in the second record? C34H56InO10